DFT (ωB97M-V/def2-TZVPD) results for 2 unconnected molecules or ions with the total composition C13H27FNO5PS at a distorted geometry.

Each line ends with the Mulliken charge.
CARTESIAN COORDINATES (ANGSTROEM)
C  -2.7532  -3.3465  -0.8229  -1.236
C  -1.9634  -2.0768  -0.4455  -0.321
P  -0.7132  -1.7085  -1.7614  -0.106
C  0.9650  -2.2766  -1.2468  -0.622
C  2.0759  -1.7080  -2.1464  -0.911
C  -0.6909  0.1532  -2.0820  0.285
C  -1.5954  0.4471  -3.2678  -1.261
N  -1.1540  1.5782  -4.0755  -0.303
C  0.1240  1.4521  -4.7296  -0.461
C  0.2601  0.4399  -5.8620  0.570
O  0.9373  0.6580  -6.8516  -0.542
F  -0.3677  -0.7438  -5.7379  -0.213
O  -1.2098  0.9063  -0.9783  -0.480
C  -0.3098  0.9879  0.0796  0.162
O  0.8342  1.7627  -0.2312  -0.575
H  -2.6375  -3.5221  -1.8863  0.387
H  -3.8114  -3.2418  -0.6294  0.341
H  -2.3465  -4.2123  -0.3177  0.326
H  -1.4542  -2.2435  0.4983  0.283
H  -2.6105  -1.2115  -0.3974  0.399
H  1.1774  -2.1223  -0.1913  0.424
H  0.9629  -3.3484  -1.4014  0.437
H  2.7917  -1.1532  -1.5563  0.274
H  1.6893  -1.1142  -2.9657  0.117
H  2.6331  -2.5271  -2.5823  0.343
H  0.3539  0.3975  -2.2548  0.374
H  -2.5569  0.7170  -2.8419  0.411
H  -1.7625  -0.4733  -3.8212  0.431
H  -1.8676  1.8807  -4.7164  0.286
H  0.3496  2.3989  -5.1983  0.416
H  0.9356  1.2623  -4.0350  0.208
H  -0.8294  1.4867  0.8815  0.304
H  -0.0229  0.0144  0.4573  -0.049
H  0.6608  2.1870  -1.0723  0.365
O  1.3047  -1.0789  4.1558  -0.695
S  0.6478  0.1828  3.9308  1.090
O  -0.2126  0.3843  2.7895  -0.617
C  -0.2192  0.6533  5.4237  -0.745
C  0.8126  1.4418  6.2242  -0.577
C  1.5205  2.3529  5.2115  -0.659
C  1.8735  1.4944  3.9898  -0.589
H  -0.5775  -0.2397  5.9299  0.390
H  -1.0597  1.2823  5.1320  0.361
H  0.3439  2.0124  7.0242  0.347
H  1.5347  0.7585  6.6759  0.293
H  0.8464  3.1581  4.9135  0.301
H  2.4112  2.8129  5.6359  0.332
H  1.8293  2.0576  3.0604  0.307
H  2.8505  1.0269  4.0927  0.397

For the frontier orbital gap, the calculation gives 0.3034 Eh. As for the SMILES: CCP(CC)[C@@H](CNCC(=O)F)OCO.O=S1(=O)CCCC1. Its spin multiplicity is 1.